1.
Below is one molecule with the formula C5H8O2, with properties calculated with ωB97M-V with the def2-TZVPD basis set.

The geometry in XYZ format:
```
15
Properties=species:S:1:pos:R:3:mulliken_charge:R:1
O 1.76 1.27 -0.33 -0.4507
C 1.65 0.65 0.70 0.0296
C 1.01 -0.71 0.72 -0.7384
C -0.30 -0.48 -0.16 0.7968
O -0.16 -1.11 -1.41 -0.6034
C -1.75 -0.31 0.19 -0.5920
C -0.90 0.88 -0.31 -0.7950
H 1.86 1.13 1.68 0.3281
H 1.03 -1.15 1.73 0.3042
H 1.57 -1.42 0.10 0.3082
H 0.57 -0.64 -1.83 0.3995
H -2.05 -0.16 1.22 0.2348
H -2.48 -0.91 -0.39 0.2661
H -0.91 1.34 -1.31 0.2615
H -0.74 1.63 0.47 0.2507
```

* frontier orbital gap: 10.680 eV
* net charge: 0
* lowest unoccupied orbital energy: 0.815 eV
* highest occupied orbital energy: -0.363 Ha
* SMILES: O=CCC1(O)CC1



2.
Below is one molecule with the formula C5H8O2 in a non-equilibrium geometry, with properties calculated with ωB97M-V with the def2-TZVPD basis set.

The geometry in XYZ format:
```
15
Properties=species:S:1:pos:R:3:mulliken_charge:R:1
C 1.50 0.78 -0.27 -1.4201
C 0.35 0.07 0.36 1.3224
O 0.60 -0.54 1.60 -0.5965
C -1.11 0.76 0.47 -0.8208
C -1.64 -0.31 -0.38 -0.1759
O -1.02 -0.41 -1.57 -0.3214
C 0.07 -0.94 -0.76 -0.7835
H 1.21 1.33 -1.16 0.3670
H 2.19 1.36 0.36 0.3426
H 1.27 -0.58 -1.14 0.4051
H 1.50 -0.89 1.54 0.3647
H -1.49 0.76 1.49 0.3217
H -1.13 1.75 0.02 0.2539
H -2.25 -1.15 -0.04 0.3939
H -0.03 -1.99 -0.50 0.3469
```

* frontier orbital gap (alpha / beta): 7.165 / 8.520 eV
* net charge: 0
* lowest unoccupied orbital energy (alpha / beta): -0.303 / 0.376 eV
* highest occupied orbital energy (alpha / beta): -0.274 / -0.299 Ha



3.
Below is one molecule with the formula C5H8O2, with properties calculated with ωB97M-V with the def2-TZVPD basis set.

The geometry in XYZ format:
```
15
Properties=species:S:1:pos:R:3:mulliken_charge:R:1
O 2.74 1.02 0.45 -0.5630
C 1.72 0.42 0.21 0.4187
C 0.80 -0.47 1.05 -0.7660
C -0.07 -0.67 -0.23 0.3374
C -1.50 -0.19 -0.11 -0.8031
O -1.47 1.13 0.42 -0.5310
C 0.86 0.27 -1.04 -0.7781
H 0.30 0.07 1.85 0.2651
H 1.29 -1.36 1.45 0.3082
H -0.07 -1.71 -0.59 0.4953
H -2.08 -0.86 0.55 0.3484
H -1.98 -0.20 -1.10 0.3776
H -2.34 1.53 0.32 0.3097
H 0.39 1.21 -1.35 0.2623
H 1.38 -0.18 -1.89 0.3185
```

* frontier orbital gap: 10.039 eV
* net charge: 0
* lowest unoccupied orbital energy: 0.684 eV
* highest occupied orbital energy: -0.344 Ha
* SMILES: O=C1CC(CO)C1



4.
Below is C5H8O2 as an isolated structure, with properties calculated with ωB97M-V with the def2-TZVPD basis set.

The geometry in XYZ format:
```
15
Properties=species:S:1:pos:R:3:mulliken_charge:R:1
C -1.33 1.14 -0.31 -1.4553
C -0.18 0.23 0.02 0.8168
C 0.04 -0.42 1.38 -0.5189
O 1.47 -0.43 1.24 -0.4051
C 1.36 0.27 0.00 -0.1448
C 0.60 -0.51 -1.02 -0.2493
O 0.57 -1.88 -1.23 -0.5595
H -1.55 1.86 0.48 0.3517
H -1.13 1.69 -1.24 0.3312
H -2.22 0.52 -0.48 0.3209
H -0.37 -1.43 1.55 0.1972
H -0.26 0.23 2.21 0.3146
H 2.08 1.06 -0.20 0.3498
H 0.61 -0.01 -1.98 0.3300
H 0.33 -2.33 -0.41 0.3207
```

* frontier orbital gap: 9.955 eV
* net charge: 0
* lowest unoccupied orbital energy: 0.831 eV
* highest occupied orbital energy: -0.335 Ha



5.
Below is one molecule with the formula C5H8O2, with properties calculated with ωB97M-V with the def2-TZVPD basis set.

The geometry in XYZ format:
```
15
Properties=species:S:1:pos:R:3:mulliken_charge:R:1
C -0.70 1.04 -1.00 -0.3533
C -1.34 0.59 0.30 -0.4495
O -1.15 -0.80 0.49 -0.4267
C 0.17 -1.21 0.29 -0.0973
C 1.32 -0.55 1.01 -0.6255
C 1.13 -0.35 -0.48 -0.0791
O 0.71 0.91 -0.92 -0.3961
H -1.11 0.45 -1.83 0.2793
H -0.90 2.10 -1.18 0.3470
H -0.91 1.16 1.13 0.2472
H -2.42 0.75 0.29 0.3566
H 0.21 -2.28 0.14 0.3630
H 1.08 0.32 1.62 0.1881
H 2.14 -1.15 1.39 0.2826
H 1.83 -0.83 -1.16 0.3639
```

* frontier orbital gap: 10.206 eV
* net charge: 0
* lowest unoccupied orbital energy: 1.081 eV
* highest occupied orbital energy: -0.335 Ha
* SMILES: C1CO[C@@H]2C[C@@H]2O1



6.
Below is one molecule with the formula C5H8O2, with properties calculated with ωB97M-V with the def2-TZVPD basis set.

The geometry in XYZ format:
```
15
Properties=species:S:1:pos:R:3:mulliken_charge:R:1
C -0.95 1.38 0.53 -1.3390
C 0.35 0.64 0.27 0.3903
C 0.53 -0.18 -1.06 -0.4934
O -0.58 -0.31 -1.88 -0.5624
C 0.83 -1.42 -0.20 -0.1459
O -0.41 -1.63 0.45 -0.4634
C 0.52 -0.68 1.02 -0.4981
H -0.91 1.88 1.51 0.3876
H -1.78 0.68 0.55 0.2946
H -1.14 2.15 -0.22 0.3173
H 1.21 1.31 0.39 0.3898
H 1.36 0.17 -1.69 0.4386
H -1.23 -0.79 -1.34 0.3900
H 1.48 -2.27 -0.38 0.4398
H 0.73 -0.93 2.05 0.4542
```

* frontier orbital gap: 10.842 eV
* net charge: 0
* lowest unoccupied orbital energy: 1.036 eV
* highest occupied orbital energy: -0.360 Ha
* SMILES: C[C@@H]1[C@H](O)[C@@H]2O[C@H]12



7.
Below is a 2-piece molecular cluster, C5H8O2 overall, with properties calculated with ωB97M-V with the def2-TZVPD basis set.

The geometry in XYZ format:
```
15
Properties=species:S:1:pos:R:3:mulliken_charge:R:1
C -0.10 -0.89 2.28 -0.8241
C -0.51 -0.19 1.23 0.1161
O -0.22 1.13 1.06 -0.4074
C -0.18 1.61 -0.27 -0.3542
C 0.75 1.03 -1.29 -0.0907
C -0.52 0.78 -1.43 0.0419
O -1.54 0.18 -2.04 -0.4653
H 0.54 -0.45 3.04 0.2649
H -0.43 -1.92 2.41 0.2718
H -1.16 -0.62 0.46 0.3434
H -0.39 2.68 -0.22 0.3870
H 1.78 0.91 -1.59 0.3814
H -1.18 -0.38 -2.75 0.3342
H 1.43 -1.82 -0.12 -0.2045
H 1.72 -2.03 -0.78 0.2055
```

* frontier orbital gap: 9.291 eV
* net charge: 0
* lowest unoccupied orbital energy: 0.565 eV
* highest occupied orbital energy: -0.321 Ha
* SMILES: C=CO[C@H]1C=C1O.[H][H]



8.
Below is a 2-piece molecular cluster, C5H8O2 overall in a non-equilibrium geometry, with properties calculated with ωB97M-V with the def2-TZVPD basis set.

The geometry in XYZ format:
```
15
Properties=species:S:1:pos:R:3:mulliken_charge:R:1
O -1.17 0.70 -0.69 -0.4034
C 0.09 0.77 -1.26 0.1852
C 1.20 0.16 -1.48 -0.1862
C 0.90 1.41 -2.42 -0.6362
H -1.73 1.27 -1.14 0.2999
H 1.95 -0.54 -1.18 0.3448
H 1.37 2.40 -2.20 0.1975
H 0.57 1.34 -3.45 0.2521
C -0.14 -2.03 0.90 -0.4323
C 0.40 -1.05 1.55 -0.1095
O -0.15 0.07 2.11 -0.4557
H 0.37 -2.92 0.38 0.2277
H -1.31 -2.09 0.70 0.1461
H 1.53 -1.01 1.51 0.2600
H -1.10 0.05 2.01 0.3100
```

* frontier orbital gap: 9.697 eV
* net charge: 0
* lowest unoccupied orbital energy: 0.651 eV
* highest occupied orbital energy: -0.332 Ha
* SMILES: OC1=CC1.C=CO



9.
Below is one molecule with the formula C5H8O2 in a non-equilibrium geometry, with properties calculated with ωB97M-V with the def2-TZVPD basis set.

The geometry in XYZ format:
```
15
Properties=species:S:1:pos:R:3:mulliken_charge:R:1
C -1.26 1.04 -0.13 -0.3916
C -1.68 -0.22 -0.21 -0.2093
C 0.18 1.30 0.26 -0.6004
C -0.70 -1.30 -0.02 -0.7483
C 0.99 0.03 0.14 0.3986
O 1.37 -0.10 -1.23 -0.5023
O 1.95 -0.31 1.05 -0.5482
H -1.81 2.04 -0.03 0.2718
H -2.69 -0.47 -0.46 0.4045
H 0.71 2.15 -0.22 0.3655
H 0.17 1.71 1.31 0.3071
H -0.87 -1.81 0.95 0.2860
H -0.42 -1.83 -0.94 0.2860
H 1.59 -1.05 -1.37 0.3471
H 2.48 -1.18 0.90 0.3335
```

* frontier orbital gap: 8.742 eV
* net charge: 0
* lowest unoccupied orbital energy: 0.513 eV
* highest occupied orbital energy: -0.302 Ha



10.
Below is a 2-piece molecular cluster, C5H8O2 overall, with properties calculated with ωB97M-V with the def2-TZVPD basis set.

The geometry in XYZ format:
```
15
Properties=species:S:1:pos:R:3:mulliken_charge:R:1
O 1.68 0.28 -0.95 -0.4664
C 0.66 0.08 -1.57 -0.2044
C -0.69 0.70 -1.22 -0.1787
O -1.24 0.44 0.04 -0.3510
C -0.54 0.58 1.28 -0.3353
C 0.09 -0.61 1.89 -0.6023
C 0.90 0.33 1.51 -0.0042
H 0.68 -0.55 -2.49 0.4378
H -0.58 1.78 -1.44 0.3008
H -1.44 0.30 -1.92 0.2093
H -1.09 1.29 1.89 0.4245
H -0.05 -1.58 2.35 0.3925
H 1.90 0.72 1.43 0.3527
H -0.15 -1.78 -0.05 -0.1693
H -0.14 -1.99 -0.76 0.1940
```

* frontier orbital gap: 10.304 eV
* net charge: 0
* lowest unoccupied orbital energy: 0.911 eV
* highest occupied orbital energy: -0.345 Ha
* SMILES: O=CCOC1C=C1.[H][H]



Record-wise E values, in eV: -9407.5364, -9403.0979, -9408.6839, -9407.1350, -9407.6927, -9407.5135, -9405.1252, -9405.1304, -9406.5632, -9404.6876
Record-wise energy above the lowest of the compared OMol25 structures with the same formula, charge and spin values, in kJ/mol: 221.5, 649.8, 110.8, 260.2, 206.4, 223.7, 454.2, 453.7, 315.4, 496.4